(1)
The following is a quantum chemistry calculation of a cluster of 11 separate species, C33H58FN5O8S5 in total, from the OMol25 dataset.

```
110
Properties=species:S:1:pos:R:3:forces:R:3:mulliken_charge:R:1
S 8.386 12.305 15.746 -0.341 1.811 1.491 0.69
S 13.979 17.035 11.658 2.688 -0.559 0.110 0.62
S 14.857 8.921 14.190 0.222 -1.700 -0.512 0.76
S 14.212 13.358 6.825 1.134 1.247 1.653 0.27
S 9.469 7.517 9.332 0.686 -0.571 -0.022 0.39
F 9.432 15.663 13.236 -1.260 0.174 -2.057 -0.24
O 10.847 17.326 15.880 -0.092 -0.576 -1.018 -0.37
O 13.893 14.553 7.737 0.164 -1.526 -1.325 -0.46
O 7.999 13.751 16.155 0.742 -2.024 -0.629 -0.69
O 11.445 16.124 14.072 1.515 0.556 -0.190 0.25
O 15.416 17.351 12.162 -2.569 -0.398 -1.017 -0.73
O 13.029 17.463 15.181 -4.574 -1.221 -1.412 -0.53
O 13.716 8.613 13.191 2.331 0.203 1.111 -0.95
O 10.596 6.605 8.871 -0.939 1.014 0.536 -0.64
N 12.884 11.062 12.122 0.208 0.949 -0.345 0.59
N 10.719 16.515 7.383 -1.328 1.064 0.338 0.08
N 12.897 13.706 16.908 1.146 -1.255 -0.889 0.10
N 6.533 11.637 9.805 2.164 -1.143 1.327 0.07
N 11.284 8.406 13.894 -1.826 0.806 0.068 0.86
C 10.572 15.980 9.557 2.066 -2.638 -1.153 1.10
C 11.056 15.607 8.299 0.870 -2.118 1.680 -0.51
C 7.452 11.221 16.954 0.603 1.359 -0.802 -1.01
C 10.122 9.279 9.138 0.067 -0.428 1.175 -0.36
C 14.574 7.856 15.681 -1.048 0.030 -0.193 -1.08
C 6.584 12.538 8.819 -1.025 2.699 -0.361 -0.54
C 9.976 17.171 9.370 -2.249 1.870 1.008 -0.86
C 11.611 12.881 12.309 0.206 -0.179 -0.499 0.75
C 11.859 17.084 14.994 3.154 -0.462 1.657 0.28
C 13.885 17.467 9.886 -0.041 0.428 -0.006 -0.53
C 15.477 12.448 7.829 -0.431 -0.657 -0.410 -0.78
C 9.698 16.603 15.434 -1.620 -0.594 -1.273 -0.49
C 9.339 7.220 11.214 0.442 0.796 -0.999 -0.59
C 13.813 13.775 15.860 1.348 -1.028 1.561 -0.67
C 14.788 12.745 16.129 -0.869 1.982 -1.421 -0.59
C 9.625 7.271 14.820 -0.981 0.501 -0.117 -1.04
C 8.300 12.976 10.192 -0.318 -0.399 0.154 0.97
C 12.803 12.242 6.913 -0.096 0.561 0.157 -0.55
C 7.667 11.818 10.599 -0.314 0.350 0.350 -1.75
C 10.077 12.006 16.396 -0.571 -0.252 -0.189 -0.11
C 13.200 12.608 17.682 -0.433 0.584 0.150 -0.50
C 11.707 12.537 10.915 -0.123 -0.202 0.671 0.66
C 16.324 7.954 13.589 -0.022 0.878 -0.684 -1.20
C 13.984 15.255 11.255 -0.520 -0.847 0.121 -0.24
C 10.200 9.233 13.955 0.239 0.947 -0.038 -0.76
C 14.372 12.018 17.224 -1.777 0.065 1.730 -0.55
C 10.156 15.609 14.308 1.381 1.531 4.144 0.72
C 7.565 13.508 9.109 -0.559 -1.438 -0.448 -0.91
C 10.911 7.195 14.377 0.697 -0.549 0.868 -0.51
C 9.947 17.464 8.045 0.371 1.201 -1.136 -1.00
C 12.415 11.995 13.014 -1.254 -0.154 -0.281 -1.69
C 9.127 8.600 14.522 0.678 -1.293 0.387 -0.58
C 12.501 11.436 10.865 0.673 -0.537 -0.399 -2.37
H 7.729 14.483 8.675 -0.013 -0.288 -0.386 0.40
H 10.365 9.522 8.104 -0.176 -0.680 -0.105 0.43
H 8.555 7.829 11.664 0.214 0.305 -0.144 0.27
H 9.207 13.393 10.604 -0.288 -0.042 0.163 0.40
H 16.745 8.383 12.679 -0.480 0.674 -0.106 0.38
H 13.426 10.231 12.307 0.000 0.069 0.276 0.17
H 7.901 11.202 11.454 -0.151 -0.155 -0.158 0.72
H 10.833 12.688 16.007 -0.449 0.151 -0.279 -0.44
H 13.924 18.552 9.785 0.230 0.001 0.179 0.42
H 12.018 12.944 6.633 -0.266 -0.183 -0.081 0.38
H 13.704 8.228 16.222 0.018 0.533 -0.127 0.33
H 17.143 8.094 14.294 -0.283 -0.562 0.397 0.41
H 14.871 14.946 10.702 0.016 0.553 -0.248 0.47
H 12.954 10.955 10.011 -0.286 -0.248 0.013 0.70
H 9.434 10.046 9.491 -0.390 -0.259 0.092 0.04
H 10.899 16.479 6.390 -0.019 -0.016 0.374 0.20
H 7.787 11.476 17.960 0.297 -0.411 -0.065 0.33
H 13.779 14.597 15.160 0.174 -0.125 -0.017 0.50
H 9.100 16.069 16.173 0.786 0.081 0.639 0.34
H 11.603 6.383 14.549 0.072 0.075 -0.341 0.40
H 13.080 15.007 10.699 0.084 0.391 -0.488 -0.19
H 15.486 11.389 7.575 -0.419 -0.152 0.003 0.38
H 8.135 8.950 14.765 0.149 0.189 -0.266 0.62
H 16.087 6.948 13.242 -0.251 -0.181 0.893 0.35
H 13.895 14.526 12.060 0.206 0.683 0.807 0.07
H 10.993 13.687 12.676 0.252 -0.071 0.232 0.02
H 6.449 11.639 16.880 -0.119 -0.432 -0.275 0.39
H 14.239 6.865 15.374 0.458 -0.090 -0.372 0.37
H 11.691 14.760 8.085 -0.078 0.203 -0.195 -0.06
H 11.212 12.933 10.041 0.089 0.382 0.228 0.55
H 11.020 9.388 9.746 0.091 -0.215 -0.042 0.03
H 10.070 12.074 17.483 -0.066 -0.128 -0.048 0.45
H 8.961 17.239 14.945 0.235 0.591 0.002 0.28
H 14.686 16.994 9.319 0.088 0.016 0.217 0.26
H 9.488 18.301 7.540 0.208 -0.106 -0.088 0.43
H 5.714 12.587 8.181 0.257 0.184 -0.353 0.38
H 12.130 14.325 17.128 0.238 -0.006 -0.370 0.28
H 12.860 11.459 6.157 0.151 -0.057 0.211 0.47
H 10.169 14.598 14.716 0.337 -0.221 -0.457 -0.25
H 9.081 6.184 11.431 0.114 -0.075 -0.686 0.44
H 12.524 11.865 14.081 0.208 0.085 -0.057 0.63
H 12.930 17.155 9.462 -0.064 -0.212 0.267 -0.06
H 10.328 11.011 16.027 0.096 -0.189 0.307 0.21
H 10.668 15.458 10.498 0.209 -0.073 -0.154 0.12
H 15.386 7.795 16.406 0.311 0.225 -0.491 0.43
H 15.188 12.590 8.871 -0.007 0.058 -0.047 0.11
H 12.490 12.410 18.472 0.429 -0.369 0.219 0.45
H 10.329 7.430 11.619 -0.152 0.105 0.138 -0.02
H 5.912 10.845 9.887 0.180 0.254 -0.240 0.21
H 7.564 10.189 16.620 -0.146 0.064 0.398 0.29
H 12.591 11.901 7.926 0.184 -0.149 -0.070 -0.14
H 12.171 8.794 13.607 0.278 -0.846 -0.092 0.06
H 9.086 6.482 15.323 0.006 -0.005 -0.144 0.46
H 15.762 12.567 15.699 -0.286 0.313 -0.636 0.48
H 9.516 17.642 10.226 -0.268 0.650 -0.472 0.41
H 10.380 10.247 13.631 -0.438 0.112 -0.122 0.63
H 14.847 11.210 17.761 0.135 -0.026 -0.314 0.51
H 16.515 12.734 7.659 -0.317 0.764 -0.142 0.35
```
Positions in Å, forces in eV/Å.

***

(2)
The following is a quantum chemistry calculation of a cluster of 10 separate species, C33H60Br18O4 in total, from the OMol25 dataset.

```
115
Properties=species:S:1:pos:R:3:forces:R:3:mulliken_charge:R:1
Br 10.366 -3.043 -1.309 0.016 0.049 -0.002 -0.15
Br -1.169 -0.126 3.983 0.138 -0.014 0.059 -0.15
Br -6.151 -4.690 -1.132 -0.003 -0.058 0.048 -0.15
Br 2.724 1.654 -5.710 -0.031 0.051 0.032 -0.12
Br -6.087 -3.820 2.460 0.034 0.004 -0.037 -0.16
Br 3.929 -3.060 -3.037 0.015 0.052 -0.048 -0.17
Br -3.693 2.387 3.504 -0.243 -0.178 0.090 -0.11
Br -0.632 0.649 -4.571 0.016 -0.014 -0.031 -0.18
Br 3.709 -0.628 3.618 -0.035 -0.029 0.108 -0.03
Br 7.346 -5.647 2.624 0.059 0.043 0.024 -0.14
Br -6.122 1.928 -2.517 -0.315 -0.039 -0.930 0.04
Br -6.194 0.879 -6.059 -0.034 -0.018 0.056 -0.14
Br 5.536 0.151 -2.277 0.102 0.015 -0.043 -0.10
Br 7.451 -2.282 4.082 -0.061 0.035 0.021 -0.08
Br 9.011 0.165 -0.114 -0.053 -0.064 -0.040 -0.11
Br -9.822 -8.096 -5.442 0.033 0.033 -0.039 -0.14
Br -8.298 -4.769 -4.929 -0.048 -0.018 0.038 -0.12
Br 2.520 0.224 7.025 -0.046 0.004 -0.073 -0.15
O -5.351 1.442 0.089 -0.155 -0.105 0.890 -0.47
O -1.678 6.040 -0.458 0.097 -0.052 0.310 -0.56
O -4.235 -0.529 0.371 0.022 2.411 -0.827 -0.73
O -5.696 3.719 0.153 1.576 -2.365 -0.376 -0.63
C -7.291 -3.479 -0.121 0.022 0.031 -0.156 -0.56
C -7.978 -7.616 -5.049 -0.133 -0.124 0.053 -0.55
C 3.497 -1.754 5.193 0.131 -0.014 -0.229 -0.63
C 3.141 1.611 0.097 -0.009 0.233 0.747 -0.02
C -3.082 1.492 -0.366 0.091 0.434 -0.129 0.86
C 7.146 -5.099 4.479 -0.086 -0.141 -0.150 -0.64
C 2.187 0.795 -4.049 0.162 0.006 -0.167 0.42
C 0.714 0.911 -0.271 -0.220 0.304 0.413 0.13
C -2.671 5.166 0.106 0.527 0.206 -0.391 0.48
C -3.521 2.760 -0.418 0.236 -0.395 0.239 1.54
C -2.178 4.924 1.510 -0.160 0.259 -0.122 -0.64
C -4.210 0.650 0.055 -0.492 -2.012 0.767 -0.44
C 2.344 5.366 -0.562 -0.235 -0.376 -0.404 -1.66
C 1.875 1.031 0.718 0.114 -0.378 -0.522 -1.08
C 3.225 3.131 0.135 -0.082 -0.151 -0.683 -0.98
C -6.514 -2.714 0.913 -0.109 -0.112 0.177 -0.27
C -1.812 1.199 5.256 0.123 -0.230 0.056 -0.67
C -1.754 0.902 -0.683 -0.198 0.076 0.713 -1.06
C -3.296 1.379 5.114 -0.123 0.114 -0.079 -0.61
C -0.642 1.321 0.279 0.101 -0.143 -0.206 0.97
C 2.003 3.892 -0.345 0.229 0.762 0.161 1.05
C 5.993 -1.630 -1.658 0.076 0.132 -0.006 -0.04
C 10.455 -2.242 0.463 -0.037 -0.223 -0.076 -0.60
C -7.357 2.113 -5.106 0.115 -0.050 -0.167 -0.62
C -2.767 3.964 -0.844 -0.472 -0.064 0.233 -1.37
C 6.373 -3.814 4.596 0.101 0.115 0.061 -0.57
C -7.889 -6.469 -4.080 0.095 0.158 -0.083 -0.55
C 1.091 -0.209 -4.270 -0.149 0.035 0.119 -0.62
C -4.959 2.761 -0.048 -1.020 2.117 0.626 -0.04
C 5.812 -2.653 -2.744 -0.123 -0.145 0.054 -0.67
C 9.174 -1.539 0.810 0.034 0.279 0.045 -0.43
C -6.591 2.942 -4.110 -0.046 -0.036 0.152 -0.67
C 2.276 -1.408 5.995 0.001 0.093 0.198 -0.41
H -7.711 -2.798 -0.858 0.019 0.034 -0.006 0.35
H -1.499 1.127 -1.709 0.158 0.088 -0.368 0.02
H 8.299 -2.126 0.554 -0.022 -0.062 0.044 0.35
H -8.129 1.514 -4.637 -0.031 0.002 0.042 0.36
H 1.405 -1.255 5.372 -0.122 0.019 -0.095 0.17
H 1.199 3.860 0.382 -0.267 -0.357 0.140 -0.25
H -1.960 6.275 -1.339 -0.073 0.200 -0.411 0.32
H -3.604 5.715 0.102 -0.489 -0.141 0.209 0.37
H -8.082 -4.083 0.308 -0.019 -0.010 0.037 0.40
H 5.493 -3.799 3.960 -0.019 -0.039 -0.039 0.34
H 1.640 3.513 -1.292 -0.201 -0.299 -0.179 -0.02
H -1.135 4.644 1.459 0.310 -0.364 0.078 0.14
H 9.142 -1.295 1.868 0.052 -0.038 0.032 0.15
H -7.203 3.768 -3.754 -0.029 -0.009 -0.003 0.38
H -7.531 -8.509 -4.620 0.014 0.003 0.036 0.36
H -6.875 -6.367 -3.703 0.021 -0.021 -0.001 0.22
H 1.441 5.953 -0.653 -0.248 0.289 0.163 0.38
H -8.573 -6.574 -3.246 -0.016 -0.039 0.035 0.39
H 6.081 -3.637 5.628 0.035 -0.031 0.029 0.35
H -5.577 -2.329 0.538 0.047 0.049 -0.037 0.13
H -1.773 3.654 -1.125 0.437 -0.007 -0.050 0.47
H 3.293 1.240 -0.910 -0.190 -0.080 -0.250 -0.34
H 3.984 1.241 0.673 0.337 -0.147 0.010 0.46
H -2.747 4.224 2.108 -0.025 -0.135 -0.279 -0.31
H -5.665 3.329 -4.522 0.013 0.002 -0.053 0.38
H 10.632 -3.068 1.148 -0.034 -0.011 0.022 0.38
H 6.210 -2.321 -3.696 0.033 0.029 -0.020 0.40
H 4.047 3.432 -0.510 0.322 0.075 -0.051 0.36
H -7.505 -7.393 -5.999 0.033 0.030 -0.021 0.39
H -3.822 0.434 5.030 0.010 -0.031 0.024 0.37
H 7.037 -1.572 -1.358 0.041 -0.001 -0.072 -0.30
H 11.310 -1.576 0.465 0.013 0.044 0.002 0.40
H 3.484 3.476 1.129 0.016 0.045 0.397 0.30
H 6.277 -3.595 -2.463 -0.001 -0.009 0.034 0.42
H 0.963 -0.830 -3.387 0.015 0.018 0.034 0.26
H 1.276 -0.838 -5.134 0.038 -0.026 -0.022 0.50
H 3.084 0.305 -3.680 -0.032 -0.076 0.044 -0.20
H -1.856 -0.171 -0.573 -0.036 -0.340 -0.307 0.60
H -1.560 0.820 6.244 -0.002 -0.039 0.006 0.36
H -0.842 0.876 1.246 0.023 -0.142 0.296 -0.43
H 3.415 -2.770 4.813 -0.051 -0.015 0.008 0.33
H -1.259 2.111 5.063 -0.008 0.037 0.009 0.39
H 0.894 1.570 -1.111 0.133 -0.012 -0.462 -0.44
H 2.864 5.472 -1.506 0.378 0.114 -0.156 0.39
H 1.595 1.589 1.604 -0.132 0.272 0.225 0.36
H 8.146 -5.018 4.890 0.024 0.025 0.043 0.40
H -7.110 -1.891 1.302 -0.027 0.014 -0.023 0.34
H 2.071 -2.186 6.726 0.032 -0.025 -0.003 0.40
H 4.413 -1.651 5.766 0.014 0.004 0.047 0.35
H 2.117 0.030 1.055 -0.034 -0.282 0.289 0.33
H -3.269 4.318 -1.741 -0.014 0.154 -0.331 0.47
H -7.800 2.745 -5.871 0.009 0.047 0.015 0.38
H -0.622 2.390 0.430 -0.153 0.469 0.084 -0.33
H 2.970 5.748 0.231 0.122 0.229 0.275 0.40
H 6.614 -5.910 4.970 -0.035 0.004 0.007 0.38
H -3.704 1.952 5.943 0.042 0.051 0.000 0.42
H 0.652 -0.105 -0.644 0.060 -0.293 -0.219 0.73
H -2.213 5.875 2.023 0.016 0.281 0.202 0.43
H 1.896 1.589 -3.370 -0.036 0.001 0.052 -0.06
H 5.374 -1.829 -0.789 -0.021 -0.046 0.012 0.47
```
Positions in Å, forces in eV/Å.

SMILES: CCCCCCCCC1=C(C[C@@H](C)O)C(=O)OC1=O.BrCCBr.BrCCBr.BrCCBr.BrCCBr.BrCCBr.BrCCBr.BrCCBr.BrCCBr.BrCCBr

***

| no. | total energy (eV) |
| --- | --- |
| 1 | -115878.0613 |
| 2 | -1304150.8270 |